1.
97
Properties=species:S:1:pos:R:3:forces:R:3 method="wB97M-V/def2-TZVPD" lumo_energy_ha=0.08539 largest_force_ev_per_a=1.43 total_charge=-1
C -0.932215 2.625085 3.475350 0.4 0.2 -0.2
C -0.524304 2.933791 2.032319 -0.4 -0.1 0.0
C 0.322340 1.865965 1.332018 0.9 -0.4 0.3
N -0.282253 1.245387 0.097555 -0.9 1.0 0.2
C -1.312420 0.263824 0.306799 0.5 -0.7 -0.3
C -2.595273 0.671501 0.982116 0.2 0.1 0.0
O -1.167735 -0.863829 -0.086656 -0.2 0.1 0.1
C -0.570666 2.105951 -0.961713 0.0 -0.4 -0.2
C -1.039946 1.408996 -2.220901 0.3 -0.2 0.3
O -0.436463 3.306710 -0.914147 0.1 0.3 0.1
C 0.802737 0.672333 2.197562 -0.5 0.7 0.2
O 1.792129 0.103562 1.415341 0.4 -0.1 0.6
B 2.573175 1.275941 0.930934 -0.3 0.1 -0.9
S 3.173239 0.946018 -0.926452 0.3 0.0 -0.1
C 3.968558 1.603381 1.690547 -0.3 -0.4 0.3
C 4.030098 1.312601 3.204099 0.6 -0.1 -0.2
C 4.381560 -0.154300 3.548733 -0.2 0.5 0.4
C 3.195642 -0.936868 4.058184 0.0 -0.6 0.2
N 3.631819 -2.281564 4.569810 -0.3 0.1 -1.2
C 2.733249 -3.324365 4.361486 0.1 -0.2 0.4
C 1.308207 -3.096642 4.775773 -0.2 0.4 -0.3
O 3.092632 -4.394703 3.912403 0.1 -0.1 0.1
O 1.557388 2.393200 0.976697 0.1 0.0 0.1
H -0.069770 2.700723 4.133004 0.1 -0.1 0.1
H -1.346971 1.627834 3.585639 -0.2 -0.1 0.1
H -1.653795 3.363586 3.815572 -0.2 0.0 0.1
H -1.413031 3.131999 1.439934 -0.1 0.0 -0.1
H 0.041618 3.859202 2.017596 0.2 0.1 -0.1
H -2.485447 0.536970 2.055002 0.0 0.0 0.2
H -2.848309 1.709340 0.793322 -0.1 0.1 0.0
H -3.376049 0.007465 0.632715 -0.2 -0.1 0.0
H -1.995687 0.914274 -2.059382 -0.2 0.1 -0.1
H -0.327847 0.620033 -2.455600 0.0 -0.1 -0.1
H -1.091264 2.131424 -3.023640 -0.1 0.1 -0.1
H 0.046388 -0.030620 2.563841 -0.1 -0.3 -0.4
H 1.194862 1.169649 3.093772 0.1 -0.2 0.2
H 2.052923 0.942123 -1.660340 -0.2 0.0 0.2
H 4.281404 2.631018 1.506868 -0.1 0.2 -0.1
H 4.737279 0.980680 1.229483 0.2 0.0 -0.1
H 3.121669 1.609686 3.725616 -0.2 0.0 0.0
H 4.824039 1.925673 3.634342 0.0 0.1 0.1
H 4.799296 -0.633702 2.665862 0.0 -0.2 -0.1
H 5.144046 -0.155472 4.330059 0.1 -0.1 0.0
H 2.693030 -0.406794 4.864215 0.0 0.1 0.1
H 2.504617 -1.065791 3.229820 -0.2 0.1 -0.1
H 4.450894 -2.558259 4.034885 0.2 0.0 0.3
H 0.902101 -2.253625 4.217128 -0.1 0.1 0.0
H 0.724755 -3.970570 4.521283 0.0 -0.2 0.1
H 1.222439 -2.844710 5.829301 0.1 -0.1 0.1
C -7.073033 4.119697 0.177874 0.0 0.0 0.0
C -6.290136 4.140660 1.323735 0.0 0.0 0.0
C -4.913253 4.284211 1.220785 0.0 0.0 0.0
C -4.319648 4.412307 -0.027421 0.1 0.0 0.0
C -5.102560 4.391163 -1.173113 0.0 0.0 0.0
C -6.478941 4.243516 -1.070633 0.0 0.0 0.0
H -8.146632 4.005125 0.257655 0.0 0.0 0.0
H -6.753092 4.044025 2.297576 0.0 0.0 0.0
H -4.300611 4.294879 2.113506 0.0 0.0 0.0
H -3.244698 4.523192 -0.107864 0.0 0.0 0.0
H -4.637731 4.488296 -2.145617 0.0 0.0 0.0
H -7.089139 4.223219 -1.964641 0.0 0.0 0.0
C -0.315133 -4.002346 -4.231580 0.0 0.0 0.0
C 0.799903 -4.815293 -4.076211 0.0 0.0 0.0
C 1.565967 -4.726136 -2.921798 0.0 0.0 0.0
C 1.213594 -3.830268 -1.920776 0.0 0.0 0.0
C 0.097279 -3.017808 -2.070938 0.0 0.0 0.0
C -0.663006 -3.104816 -3.230540 0.0 0.0 0.0
H -0.913135 -4.070299 -5.132715 0.0 0.0 0.0
H 1.070705 -5.517986 -4.855316 0.0 0.0 0.0
H 2.440267 -5.353985 -2.802571 0.0 0.0 0.0
H 1.812613 -3.757905 -1.022320 0.0 0.0 0.0
H -0.178619 -2.317021 -1.292069 0.1 -0.1 -0.1
H -1.531668 -2.468778 -3.352353 0.0 0.0 0.0
C 3.516963 5.024031 -0.704922 0.1 0.0 0.0
C 4.518223 5.837098 -1.219498 0.0 0.0 0.0
C 4.211979 6.807389 -2.165104 0.0 0.0 0.0
C 2.900627 6.970044 -2.588361 0.0 0.0 0.0
C 1.899285 6.160561 -2.067098 0.0 0.0 0.0
C 2.204767 5.184178 -1.127788 -0.1 0.1 0.0
H 3.749942 4.260825 0.025760 0.0 0.0 -0.1
H 5.540778 5.712223 -0.884906 0.0 0.0 0.0
H 4.994969 7.436271 -2.572024 0.0 0.0 0.0
H 2.659394 7.727917 -3.324467 0.0 0.0 0.0
H 0.874870 6.286740 -2.395897 0.0 0.0 0.0
H 1.425663 4.551473 -0.726088 0.0 -0.1 0.0
C -3.819821 -8.694090 -3.522403 0.0 0.0 0.0
C -3.317962 -7.400154 -3.484703 0.0 0.0 0.0
C -1.947259 -7.185987 -3.437253 0.0 0.0 0.0
C -1.078649 -8.268017 -3.432454 0.0 0.0 0.0
C -1.579070 -9.562283 -3.471920 0.0 0.0 0.0
C -2.950038 -9.775865 -3.514785 0.0 0.0 0.0
H -4.889287 -8.859968 -3.556928 0.0 0.0 0.0
H -3.995492 -6.555838 -3.491718 0.0 0.0 0.0
H -1.553088 -6.179240 -3.402949 0.0 0.0 0.0
H -0.010059 -8.098115 -3.396151 0.0 0.0 0.0
H -0.900024 -10.405584 -3.467821 0.0 0.0 0.0
H -3.340692 -10.785372 -3.541335 0.0 0.0 0.0


2.
50
Properties=species:S:1:pos:R:3:forces:R:3 method="wB97M-V/def2-TZVPD" lumo_energy_ha="-0.03181 / -0.03199" largest_force_ev_per_a=2.92 e_above_lowest_kj_mol=0.00 s2=3.792 spin_multiplicity=4 total_charge=0
O -0.447674 0.376137 -4.375815 -0.7 0.3 -0.6
H -0.800173 0.325913 -5.281002 0.4 -0.1 0.6
V -0.426594 0.330352 -0.228105 0.8 0.4 1.2
N -0.223741 1.903609 0.949091 1.4 2.1 0.0
N 0.864876 1.363533 -1.251941 1.3 2.1 0.0
N -1.675900 -0.616338 0.929183 -1.2 -0.7 0.3
N -0.665168 -1.293756 -1.222473 -0.8 -1.2 -0.9
O -0.875768 2.085701 2.076034 -0.1 0.2 0.3
O -2.231522 -0.092844 2.076555 0.1 0.0 0.2
O 0.185989 -1.595694 -2.272594 0.1 -0.2 -0.2
O 1.460038 0.819543 -2.266369 0.0 0.4 -0.1
C 1.339985 2.496316 -0.664563 -0.2 -2.0 -1.8
C 0.762121 2.775495 0.596095 -2.2 -1.4 1.3
C -1.879087 -1.919188 0.648866 0.3 1.1 0.0
C -1.311677 -2.304476 -0.598758 0.6 0.9 -0.1
C 1.136312 3.875385 1.523000 0.2 0.4 -0.1
H 1.420517 3.486013 2.511181 -0.3 0.0 -0.2
H 0.291695 4.568615 1.646763 0.2 -0.2 0.2
H 1.987572 4.441034 1.129016 -0.2 -0.1 0.1
C 2.471688 3.214036 -1.298432 0.2 0.2 0.2
H 2.246711 3.456373 -2.344291 0.1 -0.2 0.2
H 3.367660 2.578766 -1.282523 -0.1 0.1 -0.1
H 2.672923 4.138388 -0.748551 0.1 -0.1 -0.2
C -2.596477 -2.814814 1.587754 -0.4 -0.5 0.0
C -1.375185 -3.668940 -1.168519 0.0 -0.4 0.0
H -3.155220 -2.246084 2.335011 0.2 0.0 -0.2
H -1.904923 -3.488713 2.110476 0.0 0.1 0.0
H -3.289783 -3.450996 1.031293 0.0 0.0 0.1
H -0.680008 -3.748785 -2.006368 -0.1 0.0 0.1
H -2.393148 -3.877664 -1.527138 0.2 -0.1 0.0
H -1.125159 -4.419754 -0.410179 -0.1 0.0 -0.2
H -1.732364 0.819460 2.196840 -0.1 -0.4 -0.2
H 0.633798 -0.714376 -2.508714 -0.3 -0.5 0.3
C -1.459854 1.040671 -3.594015 0.4 -0.2 -0.5
H -0.981212 1.812005 -2.986620 -0.1 -0.2 0.0
H -1.982932 0.311249 -2.961823 0.1 0.2 -0.1
H -2.173525 1.522456 -4.267115 -0.1 0.0 0.2
O -2.840005 1.846405 -0.876426 -0.2 0.0 0.9
H -3.451205 1.175209 -0.513239 0.4 0.4 -0.2
H -2.776019 2.504541 -0.150012 0.1 -0.5 -0.5
N 2.686438 -2.347194 3.184844 0.8 -0.9 0.2
C 2.849874 -1.604350 1.916562 0.0 0.3 -0.5
C 1.499380 -0.952587 1.695101 -2.2 1.0 -1.1
O 0.733337 -0.887172 2.677945 1.1 -0.3 -0.3
O 1.269451 -0.552836 0.501330 0.8 -0.4 1.6
H 1.930248 -1.843996 3.713057 -0.2 0.1 -0.4
H 3.568057 -2.437230 3.696044 -0.3 0.1 0.1
H 2.363342 -3.293927 2.951798 -0.1 0.3 0.4
H 3.601253 -0.824670 2.026263 0.1 -0.1 0.0
H 3.111058 -2.270822 1.095482 0.0 0.1 0.1


3.
8
Properties=species:S:1:pos:R:3:forces:R:3 method="wB97M-V/def2-TZVPD" lumo_energy_ha="-0.04745 / -0.04721" largest_force_ev_per_a=3.12 e_above_lowest_kj_mol=338.38 total_charge=0
N 0.404663 -0.738407 1.044740 0.0 0.1 0.6
N -0.316085 1.072611 -0.134725 -1.2 0.9 -1.6
O 3.038415 -0.026603 -1.581454 -0.1 0.7 -0.6
O 2.966364 1.985111 -0.228766 -0.1 0.0 -1.7
O -0.219280 -0.161626 0.056158 0.5 -2.8 -1.2
S 2.936584 1.410865 -1.566063 0.1 -0.6 2.3
H 0.342004 -1.748651 0.789544 -0.2 0.9 0.1
H -0.116115 1.546925 0.698824 1.1 0.9 2.1


4.
75
Properties=species:S:1:pos:R:3:forces:R:3 method="wB97M-V/def2-TZVPD" lumo_energy_ha=0.06963 largest_force_ev_per_a=4.09 total_charge=-1
C 1.742578 -0.012541 2.325057 -0.2 -0.1 0.2
C 1.558640 1.485093 2.313222 0.1 -1.0 0.2
C 2.685954 2.267867 2.920223 0.0 -0.4 1.0
N 0.489821 1.914495 1.817779 0.1 3.1 -1.3
Ta 0.592497 3.482391 0.364179 -1.2 -3.8 0.9
C -1.345741 4.395814 1.157366 0.6 0.7 -0.1
C -1.543291 5.864569 1.381332 -0.8 -0.6 0.2
N -0.851969 6.828309 0.974913 0.7 0.5 -0.5
C 2.662706 2.906778 -0.435096 0.4 1.4 -0.3
C 3.552831 4.130536 -0.649172 -0.8 -0.7 0.5
O 4.626329 3.946284 -1.597291 0.4 0.0 0.2
C 5.652666 3.129004 -1.099498 -0.6 0.8 -0.3
C 5.851263 1.926373 -1.998785 0.7 1.1 1.1
F 4.755084 1.376608 -2.395825 -1.8 -0.8 -0.7
F 6.555754 0.993282 -1.355579 0.8 -0.8 0.6
F 6.561127 2.255907 -3.074207 0.6 0.3 -1.1
C -0.556297 2.303623 -1.293612 0.4 0.5 0.8
C -0.283397 0.815911 -1.401284 -0.5 -0.6 -0.8
O 0.885510 0.370172 -0.711339 0.5 0.3 0.3
C -1.465959 -0.069481 -0.980018 0.9 0.4 0.2
N -1.820639 0.139281 0.420136 -0.4 -0.4 0.0
H 2.247901 -0.386324 3.211743 0.4 -0.1 0.0
H 0.761520 -0.462316 2.300729 -0.2 -0.2 -0.1
H 2.236712 -0.320159 1.410217 0.4 -0.1 -0.1
H 2.959233 1.759261 3.846977 0.1 -0.1 0.2
H 3.573348 2.222333 2.303084 0.2 0.2 -0.4
H 2.418344 3.277366 3.183079 -0.1 0.4 -0.4
H 1.479530 4.529735 1.626072 0.0 0.4 -0.4
H 0.688571 4.933277 -0.803279 0.1 0.0 0.4
H -2.147273 4.064192 0.494436 -0.1 -0.1 -0.2
H -1.559948 3.893972 2.100625 0.0 -0.2 0.2
H -2.444697 6.141572 1.939640 -0.1 0.0 0.2
H -0.073285 6.420513 0.439942 0.1 0.3 0.1
H 2.492912 2.514547 -1.437378 -0.4 -0.3 -0.1
H 3.190119 2.128087 0.115089 -0.1 -0.2 0.2
H 2.926094 4.913586 -1.037472 0.1 0.4 -0.4
H 3.917855 4.470996 0.323488 0.4 0.1 0.0
H 5.441505 2.814547 -0.084620 0.0 -0.3 0.2
H 6.575830 3.706322 -1.103282 0.3 -0.1 0.1
H -0.454926 2.836437 -2.233315 0.2 -0.1 -0.4
H -1.601373 2.419967 -1.014449 -0.2 0.1 0.2
H -0.137343 0.564561 -2.460407 0.1 0.0 -0.2
H 0.896024 -0.593979 -0.658918 -0.2 0.1 -0.1
H -1.136236 -1.096526 -1.164839 -0.3 -0.3 -0.2
H -2.286627 0.191725 -1.640318 -0.4 -0.1 0.0
H -1.007044 -0.099548 0.980503 0.1 0.4 0.0
H -2.509440 -0.562993 0.675739 -0.1 0.1 0.0
O 0.499771 -2.978670 0.825510 0.1 0.2 0.0
C -0.212182 -3.588951 1.568912 -0.1 -0.3 -0.1
O -0.403586 -3.125407 2.824779 0.1 0.3 0.0
C -1.393205 -3.638329 3.712163 -0.1 -0.2 0.1
C -0.879964 -4.826450 4.500514 0.1 -0.1 -0.1
C -0.835634 -4.906265 1.168160 -0.3 0.1 -0.2
H -2.316538 -3.865426 3.176775 0.0 0.0 0.0
H -1.622960 -2.819880 4.393256 0.1 0.1 -0.1
H -0.631773 -5.663719 3.847392 -0.1 0.0 0.0
H -1.629122 -5.160929 5.219674 0.0 0.0 0.0
H 0.028124 -4.556386 5.039835 0.0 0.1 0.0
H -0.147313 -5.715135 1.412634 0.0 0.0 0.1
H -0.995522 -4.885841 0.092932 0.2 0.1 0.0
H -1.802299 -5.095917 1.630396 0.1 -0.1 0.1
O -2.646814 -3.226377 -0.919234 0.1 -0.2 0.0
C -3.298517 -3.462874 -1.896942 -0.2 0.3 -0.1
O -2.674981 -3.895510 -3.013157 0.3 -0.2 0.2
C -3.362702 -4.397492 -4.158185 -0.1 0.1 -0.2
C -3.752083 -3.285719 -5.110703 0.0 0.1 0.1
C -4.786316 -3.196670 -1.943809 -0.1 -0.4 0.1
H -4.218292 -5.007653 -3.863007 0.0 0.1 0.0
H -2.657625 -5.067840 -4.648202 0.1 0.0 0.1
H -4.452268 -2.589144 -4.649376 -0.1 0.0 0.0
H -4.216153 -3.696520 -6.008373 0.0 0.0 0.0
H -2.871496 -2.713238 -5.401189 0.0 -0.1 0.0
H -4.951954 -2.168813 -2.264253 0.0 0.0 0.0
H -5.184396 -3.321022 -0.939873 0.1 0.2 0.1
H -5.336975 -3.875249 -2.592216 0.0 0.1 -0.1


5.
16
Properties=species:S:1:pos:R:3:forces:R:3 method="wB97M-V/def2-TZVPD" smiles=C[C@]([NH3+])(S)CO lumo_energy_ha=-0.12752 largest_force_ev_per_a=5.59 e_above_lowest_kj_mol=236.72 total_charge=+1
C -0.758030 1.411370 0.599498 2.7 1.6 -3.4
C -0.535871 0.140568 -0.185776 3.7 -2.0 3.7
N 0.073785 0.182216 -1.563198 -0.4 2.0 1.5
S -1.823285 -1.122744 -0.077458 -0.5 0.1 -0.7
C 0.866186 -0.693498 0.697936 -1.5 3.1 -1.7
O 1.744446 -1.226944 -0.241685 -0.5 -2.1 0.6
H -1.679262 1.813585 0.336996 -1.8 1.0 -0.5
H 0.070568 2.207344 0.270778 -1.7 -1.6 1.1
H -0.764822 1.265470 1.629167 0.3 -0.5 1.8
H -0.640191 -0.136321 -2.180487 0.2 -1.3 -1.3
H 0.407992 1.063762 -1.944753 -0.8 1.0 0.4
H 0.995229 -0.223220 -1.366825 0.1 -2.2 -1.1
H -1.760447 -1.236222 1.258361 0.0 0.1 -0.1
H 0.460100 -1.316551 1.447836 -0.6 -1.2 0.3
H 1.515724 -0.013577 1.164634 -0.1 2.0 1.1
H 1.827872 -2.115244 0.154976 0.7 -0.1 -1.4


6.
16
Properties=species:S:1:pos:R:3:forces:R:3 method="wB97M-V/def2-TZVPD" lumo_energy_ha=0.04043 largest_force_ev_per_a=1.39 e_above_lowest_kj_mol=187.01 total_charge=0
C -1.249719 -0.147099 1.251962 0.1 0.0 0.0
C -1.036482 0.029255 -0.230651 -0.1 -0.2 0.1
N -0.847666 1.391406 -0.728816 -0.1 0.2 -0.2
C 0.254094 0.436483 -0.846742 0.2 -0.1 -0.1
C 1.508955 0.743306 -0.065711 0.0 0.0 0.0
C 1.209158 -2.537612 -0.738658 -0.1 -0.4 1.3
O 1.118596 -2.742270 0.375133 0.1 0.2 -1.3
H -0.645387 0.561817 1.823748 -0.1 -0.1 -0.1
H -2.300229 0.027131 1.509954 0.1 0.0 0.0
H -0.984855 -1.164058 1.563841 0.0 0.1 0.0
H -1.651572 -0.630638 -0.846620 0.1 0.1 0.1
H -1.315451 1.525347 -1.620398 0.0 0.0 0.1
H 0.436941 0.019109 -1.839034 0.0 0.1 0.2
H 1.270694 1.273732 0.859259 0.0 -0.1 -0.1
H 2.173250 1.382773 -0.656815 -0.1 -0.1 0.1
H 2.059678 -0.168688 0.189541 -0.1 0.2 0.0